No. 1
22
Properties=species:S:1:pos:R:3:forces:R:3 method="wB97M-V/def2-TZVPD" homo_lumo_gap_ev=8.07 total_charge=-1 lumo_energy_ev=3.3938 mol_weight_g_mol=242.20 spin_multiplicity=1
C 1.518 -0.273 -0.866 -3.51 -0.62 0.82
C 0.503 -0.507 -1.890 -0.90 -0.05 -1.75
C 1.107 -0.055 0.399 2.41 0.44 1.21
C -0.731 -0.062 -1.701 -0.93 0.52 2.57
C -0.343 -0.175 0.865 0.89 1.09 -2.99
C -1.208 0.288 -0.362 -1.81 -0.30 1.84
C -1.926 1.614 -0.252 -0.38 1.73 0.47
N -0.625 0.550 2.051 -0.07 -0.23 0.53
O -3.214 -0.867 1.497 -0.56 0.13 1.90
O -4.065 -0.626 -0.846 0.50 -0.23 1.37
O -2.443 -2.393 -0.294 -0.87 1.67 1.04
F -2.614 1.952 -1.340 -0.71 -0.83 -0.84
F -2.787 1.754 0.809 0.22 -0.64 -0.55
F -1.190 2.808 -0.101 1.18 -0.87 0.33
S -3.061 -1.102 0.110 2.36 -0.72 -5.13
H 2.427 -0.211 -1.320 2.97 0.36 -0.11
H 0.636 -0.815 -2.942 0.97 0.01 0.72
H 1.908 0.309 1.169 -1.67 -0.77 -1.25
H -1.561 0.109 -2.315 -0.44 -0.36 -2.08
H -0.690 -1.173 0.932 0.52 -1.43 0.56
H -0.631 1.510 1.730 -0.27 0.28 0.81
H -1.578 0.228 2.237 0.13 0.82 0.52



No. 2
17
Properties=species:S:1:pos:R:3:forces:R:3 method="wB97M-V/def2-TZVPD" homo_lumo_gap_ev="7.61 / 7.97" lumo_energy_ev="-0.3816 / -0.4348" mol_weight_g_mol=138.15 spin_multiplicity=1
C 0.940 0.347 -1.013 1.02 1.47 0.63
C -0.133 1.503 0.912 0.62 0.39 0.60
C -0.118 -0.441 -1.065 -0.14 -0.45 3.05
C -1.061 0.552 0.835 1.00 0.42 0.50
C -3.926 -0.572 0.223 2.40 -0.17 0.44
C 1.277 1.211 0.267 -5.06 -3.70 -0.68
C -1.772 -1.658 0.592 -1.65 -0.58 -0.07
N -3.162 -1.548 0.194 -3.31 1.17 -0.73
N -0.912 -0.634 0.172 0.74 2.66 -0.49
F -5.223 -0.457 0.075 -0.01 -0.67 -0.25
H 1.682 0.367 -1.814 -0.57 0.04 -0.07
H -0.216 2.438 1.517 -0.34 -0.81 -0.91
H -0.349 -1.090 -1.824 -0.48 -1.35 -1.85
H 1.756 0.499 0.882 1.32 -0.24 1.03
H 1.701 2.112 0.110 2.02 2.55 -0.69
H -1.947 -1.774 1.676 1.30 0.36 -0.17
H -1.546 -2.598 0.176 1.14 -1.10 -0.32



No. 3
15
Properties=species:S:1:pos:R:3:forces:R:3 method="wB97M-V/def2-TZVPD" homo_lumo_gap_ev=10.59 lumo_energy_ev=0.7937 mol_weight_g_mol=105.14 spin_multiplicity=1 smiles=c1ccncc1.C#C
C -0.001 1.984 1.355 -0.23 -0.34 2.51
C 1.156 1.278 1.660 3.36 -1.10 -1.62
C 1.633 0.349 0.647 0.94 1.74 3.50
C 0.782 0.043 -0.365 4.53 -3.95 -1.54
C -0.382 0.584 -0.433 -3.92 4.07 2.33
C -1.488 -3.353 -1.370 -0.03 -0.26 0.00
C -1.001 -2.416 -1.979 -0.66 1.14 0.76
H -0.223 2.798 2.139 -0.48 -1.04 -1.76
H 1.924 1.486 2.494 -1.76 0.06 -1.25
H 2.682 -0.001 0.771 -1.12 -0.15 -0.31
H 1.014 -0.759 -1.121 0.17 1.05 0.82
H -0.990 0.335 -1.220 -1.94 -0.41 -1.48
H -1.940 -4.232 -0.816 0.99 1.70 -1.20
H -0.750 -1.339 -2.289 -0.38 -2.75 0.28
N -0.844 1.557 0.421 0.53 0.25 -1.04



No. 4
18
Properties=species:S:1:pos:R:3:forces:R:3 method="wB97M-V/def2-TZVPD" homo_lumo_gap_ev=9.20 lumo_energy_ev=0.5822 mol_weight_g_mol=149.15 spin_multiplicity=1 smiles="C=C[C@H](C#N)n1[nH]ccc1=O"
C -0.506 0.653 2.080 0.99 -0.69 -0.50
C 0.990 1.306 -2.337 2.17 -0.77 -1.22
C -0.309 1.180 -2.211 -1.41 -0.82 1.27
C 1.589 0.800 -1.087 -1.29 0.93 -0.33
C -1.209 -2.038 1.546 -0.52 -2.59 -0.62
C -0.057 -1.651 1.112 2.22 1.24 -0.16
C 0.431 -0.230 1.250 0.14 2.68 -2.45
N -1.189 1.318 2.728 0.30 -0.41 -0.46
N -0.671 0.697 -0.978 -0.89 -0.09 -0.38
N 0.488 0.620 -0.236 -0.59 -1.41 3.30
O 2.733 0.634 -0.791 1.61 -0.57 0.66
H 1.534 1.366 -3.301 -0.32 0.32 1.06
H -1.135 1.237 -2.841 -0.89 0.62 -1.46
H -1.393 -3.132 1.363 -0.60 1.39 0.72
H -1.820 -1.319 1.987 -1.65 0.47 0.76
H 0.599 -2.427 0.771 0.68 0.29 -0.57
H 1.495 -0.058 1.558 -1.02 -0.44 -0.11
H -1.568 1.045 -0.614 1.06 -0.15 0.50



No. 5
21
Properties=species:S:1:pos:R:3:forces:R:3 method="wB97M-V/def2-TZVPD" homo_lumo_gap_ev=7.69 lumo_energy_ev=-0.8231 mol_weight_g_mol=197.15 spin_multiplicity=1 smiles="C=C1CC=CC=C1O/[N+]([O-])=N/[N+](=O)[O-]"
C 1.144 1.765 -0.018 -0.96 0.19 -0.40
C 0.226 1.567 1.106 0.40 -1.45 -1.12
C 1.045 0.901 -1.024 0.02 -0.06 1.12
C -0.627 0.556 1.259 -0.23 0.64 0.03
C -0.620 -0.521 0.340 -0.84 -2.22 -1.17
C -1.418 -1.620 0.444 0.46 1.10 0.22
C 0.381 -0.393 -0.828 0.85 -2.82 1.90
N -3.152 1.330 1.053 1.25 0.80 -1.09
N -4.554 1.120 0.743 0.87 -0.11 -1.17
N -2.768 1.010 2.200 -2.54 -2.08 1.94
O -4.986 0.047 1.076 -0.60 0.64 0.18
O -4.958 1.908 -0.091 -0.18 -0.68 1.36
O -1.530 0.484 2.375 2.33 0.79 -0.99
O -3.414 0.851 3.218 -0.18 0.82 -0.63
H 1.703 2.703 -0.119 -0.26 -0.47 0.25
H 0.287 2.255 1.831 -0.10 2.65 2.70
H 1.556 1.045 -1.919 0.86 0.25 -1.42
H -1.305 -2.495 -0.205 -0.15 0.52 0.09
H -2.201 -1.644 1.209 0.46 -0.23 -0.18
H -0.180 -0.792 -1.664 0.51 0.03 -0.56
H 1.272 -1.181 -0.529 -1.96 1.68 -1.06



No. 6
21
Properties=species:S:1:pos:R:3:forces:R:3 method="wB97M-V/def2-TZVPD" homo_lumo_gap_ev=9.60 lumo_energy_ev=0.0147 mol_weight_g_mol=210.13 spin_multiplicity=1 smiles="N#Cc1ccc(N(P)N(O)N=O)cc1"
C -4.147 0.421 -0.008 0.37 0.20 0.29
C -2.202 -1.047 0.240 0.29 -1.20 0.55
C -1.821 1.201 -0.409 0.68 -1.03 -0.03
C -0.859 -1.274 0.149 3.55 -1.29 -0.49
C -0.469 0.978 -0.580 -2.09 -2.78 1.22
C -2.715 0.222 -0.024 -0.48 -0.62 -0.24
C 0.037 -0.273 -0.332 0.54 -0.88 0.58
N -5.285 0.563 0.056 0.01 -0.01 -0.10
N 2.667 1.522 -0.716 1.00 2.44 -1.45
N 1.476 -0.496 -0.535 -0.74 2.37 1.05
N 2.218 0.662 0.053 -2.26 -5.61 1.52
O 3.273 2.499 -0.269 -0.07 -0.79 0.41
O 2.467 0.352 1.446 -0.13 0.57 -1.58
P 2.089 -2.107 -0.483 0.34 0.09 1.46
H -2.702 -1.968 0.558 -0.80 0.92 -0.13
H -2.085 2.149 -0.699 -1.35 2.08 -0.33
H -0.359 -2.311 0.395 -1.48 2.07 -0.45
H 0.113 1.729 -0.889 2.10 2.67 -1.18
H 2.747 1.189 1.816 0.31 0.80 0.28
H 2.150 -2.358 1.054 0.45 0.43 -2.01
H 3.406 -1.653 -0.820 -0.25 -0.42 0.61



No. 7
21
Properties=species:S:1:pos:R:3:forces:R:3 method="wB97M-V/def2-TZVPD" homo_lumo_gap_ev="5.10 / 6.92" lumo_energy_ev="0.1929 / -2.6709" mol_weight_g_mol=210.13 spin_multiplicity=3
C 2.604 2.913 -1.402 -1.76 -1.29 0.33
C 2.180 0.889 -0.081 -0.38 -4.62 3.20
C 0.404 1.701 -1.584 0.17 -1.18 1.88
C 1.407 -0.260 0.211 2.89 2.31 -0.45
C -0.354 0.597 -1.245 0.85 3.99 -1.16
C 1.721 1.875 -0.955 -0.30 2.28 -2.94
C 0.190 -0.411 -0.393 -2.52 -1.81 -0.31
N 3.205 3.804 -1.824 0.59 0.55 -0.11
N -3.086 0.323 0.963 -0.68 -2.46 0.22
N -0.757 -1.410 -0.226 2.06 -0.19 0.49
N -2.968 -0.782 0.942 0.09 -0.76 0.25
O -3.381 1.425 1.019 -0.16 3.45 -0.04
O -1.693 -3.389 0.998 -1.44 -2.39 0.31
P -0.564 -2.377 1.002 3.30 -0.01 1.34
H 3.058 0.952 0.517 0.76 0.50 -0.05
H 0.055 2.595 -2.029 -0.77 0.37 -0.81
H 1.882 -1.030 0.802 -0.18 -0.08 0.24
H -1.430 0.643 -1.328 -0.03 -0.28 -0.65
H -2.488 -2.887 1.050 -1.84 0.34 -0.13
H 0.511 -3.354 1.228 -0.45 1.01 -0.75
H -0.495 -1.816 2.334 -0.21 0.24 -0.86



No. 8
20
Properties=species:S:1:pos:R:3:forces:R:3 method="wB97M-V/def2-TZVPD" homo_lumo_gap_ev="5.94 / 7.69" total_charge=+1 lumo_energy_ev="-6.4700 / -5.5471" mol_weight_g_mol=175.18 spin_multiplicity=1
C 2.446 0.867 1.796 -4.02 -0.07 -0.96
C 2.086 0.497 -0.398 -0.21 -0.53 1.05
C 1.083 0.845 2.089 -0.14 -0.87 -0.17
C 0.801 0.172 -0.158 -2.07 -0.14 0.43
C -2.436 -1.337 -2.152 1.05 -0.87 1.47
C -1.114 0.441 1.249 0.65 -0.69 0.19
C -0.028 -0.451 -1.162 -1.74 -1.58 -1.65
N 2.912 0.767 0.579 2.08 0.41 -0.84
N -2.024 -1.763 -0.886 -0.76 -1.20 0.19
N -1.876 -0.249 -2.436 -0.53 1.42 -1.75
N -1.015 0.369 -1.808 0.92 1.42 0.42
N 0.184 0.400 1.068 3.40 2.02 1.17
N -1.013 -1.375 -0.406 0.74 0.03 2.45
H 2.999 1.121 2.603 2.46 0.64 2.05
H 2.321 0.415 -1.421 1.29 0.08 -0.99
H 0.753 1.170 3.115 -0.25 -0.65 -1.48
H -3.199 -1.921 -2.514 -1.54 -0.50 -1.69
H -1.510 0.582 2.178 -0.44 0.00 2.72
H -1.770 0.652 0.516 -1.58 0.41 -2.73
H 0.401 -1.203 -1.851 0.68 0.69 0.12



No. 9
16
Properties=species:S:1:pos:R:3:forces:R:3 method="wB97M-V/def2-TZVPD" homo_lumo_gap_ev=7.96 lumo_energy_ev=0.0298 mol_weight_g_mol=121.14 spin_multiplicity=1
C 2.030 0.720 -1.356 -0.68 -1.14 0.62
C -1.501 -1.315 1.355 0.02 -1.32 0.67
C 1.387 1.915 -1.495 1.34 -1.51 0.71
C 1.316 0.015 -0.330 -0.99 3.15 -0.45
C 0.334 0.856 0.153 1.47 -0.11 -1.75
C -1.330 0.125 1.681 2.25 -1.58 -3.20
C -1.524 -1.741 0.098 0.23 -0.66 -2.96
N -0.646 0.993 1.046 -0.75 -0.34 2.14
O 0.454 2.037 -0.504 0.31 1.25 -2.21
H 2.848 0.184 -1.860 -0.48 1.02 -0.16
H -1.672 -2.104 2.166 0.03 1.51 -0.96
H 1.669 2.612 -2.258 -0.76 1.02 0.33
H -1.869 0.511 2.431 -2.29 1.20 2.86
H 1.536 -0.913 -0.026 0.53 -3.22 1.13
H -1.257 -1.098 -0.834 -0.67 -0.74 2.04
H -1.775 -2.797 -0.266 0.44 1.46 1.17



No. 10
17
Properties=species:S:1:pos:R:3:forces:R:3 method="wB97M-V/def2-TZVPD" homo_lumo_gap_ev=9.09 lumo_energy_ev=0.6799 mol_weight_g_mol=137.14 spin_multiplicity=1 smiles="COC1=CC=CO[C@@H]1C#N"
C 2.056 -1.202 -0.361 -0.04 1.08 1.17
C 0.515 1.716 -0.745 -0.22 -0.61 -0.70
C -0.393 0.557 -0.750 -0.10 1.93 -1.23
C 1.469 1.751 0.185 0.57 2.75 0.17
C -0.265 -0.412 0.089 5.23 -1.56 2.40
C 1.378 -0.513 0.711 -4.30 0.78 -0.29
C -2.371 -1.125 0.353 -0.21 -1.02 -0.92
N 2.497 -1.750 -1.249 0.82 -1.00 -1.46
O 1.800 0.779 1.087 -0.14 -0.10 -0.94
O -1.042 -1.397 0.480 2.33 -1.10 -0.09
H 0.341 2.550 -1.481 0.33 -0.96 1.21
H -1.197 0.508 -1.419 -1.32 0.47 -0.77
H 1.930 2.749 0.422 0.02 -1.46 -0.23
H 1.322 -1.060 1.622 0.20 -0.75 0.50
H -2.807 -1.662 1.102 -1.73 -1.59 1.76
H -2.778 -1.345 -0.598 -0.39 -0.42 -1.15
H -2.455 -0.142 0.553 -1.05 3.57 0.57



No. 11
18
Properties=species:S:1:pos:R:3:forces:R:3 method="wB97M-V/def2-TZVPD" homo_lumo_gap_ev=8.31 lumo_energy_ev=0.1702 mol_weight_g_mol=153.14 spin_multiplicity=1
C 1.967 0.989 -0.130 1.96 3.91 0.54
C 0.668 0.379 -0.096 3.17 -2.65 -0.53
C 0.565 -1.040 -0.121 2.11 0.46 0.56
C -0.696 -1.560 -0.275 -0.45 -2.90 0.58
C -1.704 -0.704 -0.015 -3.81 3.36 -2.54
C -1.500 0.782 -0.266 -7.62 -2.25 3.44
C -0.355 1.310 -0.176 7.05 2.29 1.21
H 4.291 -0.856 0.566 -2.87 0.82 -1.82
H 1.917 2.151 -0.199 0.00 -1.94 -0.04
H 1.438 -1.766 0.161 -1.60 1.94 -1.24
H -0.841 -2.692 -0.441 0.01 1.94 0.67
H -3.302 -1.981 0.099 0.95 1.98 0.02
H -3.558 1.742 0.556 5.59 -0.47 -2.79
H 0.000 2.372 0.197 -1.62 -2.04 -1.52
N 3.218 0.718 -0.036 -0.86 -1.58 0.12
O 3.378 -0.706 0.061 2.98 -0.29 1.74
O -3.081 -0.995 0.112 0.87 -1.59 -0.07
O -2.403 1.858 0.005 -5.88 -1.01 1.68



No. 12
19
Properties=species:S:1:pos:R:3:forces:R:3 method="wB97M-V/def2-TZVPD" homo_lumo_gap_ev=9.03 lumo_energy_ev=-0.5956 mol_weight_g_mol=169.14 spin_multiplicity=1 smiles="C[C@@H](C(=O)c1ccco1)[N+](=O)[O-]"
C 3.139 -0.430 0.355 1.30 1.49 0.76
C 2.327 0.742 0.609 -2.67 -2.10 -0.48
C 2.448 -1.267 -0.424 -3.15 -0.62 0.51
C 1.052 0.379 0.053 4.05 0.99 0.81
C -0.193 1.055 0.035 -4.11 1.47 1.56
C -2.759 0.815 -0.391 0.99 0.12 -1.23
C -1.359 0.146 -0.497 0.50 0.69 -0.88
N -1.394 -1.100 0.294 1.10 3.81 1.53
O -1.695 -2.064 -0.266 -1.20 -4.29 -1.72
O -0.536 2.147 0.521 2.00 -1.80 -1.09
O -1.150 -0.956 1.475 0.00 -0.52 0.80
O 1.109 -0.840 -0.555 2.01 0.93 0.07
H 4.148 -0.605 0.776 -0.81 0.15 -0.61
H 2.483 1.542 1.338 0.08 -0.20 -0.72
H 2.443 -2.309 -0.653 0.91 -0.32 -0.39
H -3.608 0.070 -0.330 1.13 0.84 -0.26
H -2.779 1.419 -1.387 -0.63 -0.59 2.14
H -2.665 1.410 0.547 -0.64 -0.03 -1.03
H -1.010 -0.155 -1.499 -0.84 -0.02 0.21



No. 13
20
Properties=species:S:1:pos:R:3:forces:R:3 method="wB97M-V/def2-TZVPD" homo_lumo_gap_ev=7.74 total_charge=-1 lumo_energy_ev=3.5062 mol_weight_g_mol=200.11 spin_multiplicity=1 smiles="C=C1C=CC=C[C@@H]1[P@@](=O)([O-])[N+](=O)[O-]"
C -1.926 1.512 0.006 -1.45 0.95 0.21
C -1.000 1.240 0.974 -1.64 0.08 -2.39
C -2.172 0.632 -1.188 0.87 0.68 0.70
C -0.128 0.134 0.715 3.90 -1.14 -0.82
C -1.582 -0.575 -1.155 -0.24 -0.45 -1.97
C -0.565 -0.950 -0.216 -1.74 2.80 1.93
C 0.056 -2.069 -0.253 1.85 -3.86 1.07
N 2.672 -0.201 1.001 0.27 -0.26 -0.76
O 3.790 -0.250 0.558 1.09 0.09 -0.23
O 1.738 -0.024 -1.493 0.10 0.10 -0.37
O 2.382 -0.705 2.070 -0.53 -0.09 0.81
O 1.783 2.131 0.117 -0.31 -1.76 -0.71
P 1.495 0.687 -0.237 -0.46 2.78 1.67
H -2.698 2.344 -0.005 1.35 -0.73 0.71
H -0.754 1.728 1.877 -0.41 1.19 0.55
H -2.728 1.100 -2.051 0.46 -1.03 1.11
H 0.564 -0.167 1.567 -1.85 -0.20 -0.47
H -1.573 -1.319 -1.963 -0.78 0.55 -0.04
H 0.910 -2.272 0.397 -0.25 0.25 0.05
H -0.266 -2.977 -0.723 -0.23 0.05 -1.04



| no. | strongest force on any atom (eV Å⁻¹) |
| --- | --- |
| 1 | 5.7 |
| 2 | 6.3 |
| 3 | 6.2 |
| 4 | 3.6 |
| 5 | 3.8 |
| 6 | 6.2 |
| 7 | 5.6 |
| 8 | 4.1 |
| 9 | 4.2 |
| 10 | 6.0 |
| 11 | 8.7 |
| 12 | 4.8 |
| 13 | 4.4 |